Record 1
{
  "formula": "C3H9NO2",
  "method": "the ωB97M-V functional and the def2-TZVPD basis",
  "e_homo_ha": -0.3461,
  "total_charge": 0,
  "symbols": ["C", "C", "O", "H", "H", "H", "H", "N", "C", "O", "H", "H", "H", "H", "H"],
  "positions_angstrom": [[-0.512, 0.994, 2.647], [0.030, 0.110, 1.573], [-0.666, -0.501, 0.814], [-0.519, 2.021, 2.274], [-1.575, 0.745, 2.765], [-0.018, 0.970, 3.622], [1.137, 0.037, 1.479], [0.586, -1.506, -1.799], [-0.196, -0.408, -2.300], [0.178, 0.887, -1.782], [1.564, -1.288, -1.940], [0.429, -1.811, -0.853], [-1.241, -0.605, -2.040], [-0.031, -0.367, -3.372], [0.835, 0.723, -1.089]],
  "nbo_charge": [-0.73, 0.44, -0.53, 0.25, 0.24, 0.23, 0.10, -0.85, 0.09, -0.74, 0.35, 0.38, 0.17, 0.16, 0.46]
}


Record 2
{
  "formula": "C20H41CrN2O7PS2SeSi",
  "method": "the ωB97M-V functional and the def2-TZVPD basis",
  "e_homo_ha": [-0.1839, -0.1844],
  "total_charge": -1,
  "s2": 1.083,
  "spin_multiplicity": 2,
  "symbols": ["Cr", "O", "C", "O", "C", "C", "C", "C", "C", "O", "C", "C", "O", "O", "H", "H", "H", "H", "H", "H", "H", "H", "N", "C", "C", "C", "N", "H", "H", "H", "H", "H", "H", "H", "H", "H", "H", "C", "Si", "C", "C", "Se", "H", "H", "H", "H", "H", "H", "H", "H", "H", "C", "C", "C", "O", "P", "S", "S", "O", "C", "C", "C", "H", "H", "H", "H", "H", "H", "H", "H", "H", "H", "H", "H", "H", "H"],
  "positions_angstrom": [[0.329, 0.262, -0.058], [3.138, -0.536, 2.911], [2.180, -0.673, 2.166], [1.896, 0.125, 1.175], [1.141, -1.741, 2.464], [-0.145, -0.980, 2.831], [-1.148, -1.888, 3.536], [-1.630, -2.786, 2.365], [-0.840, -2.225, 1.189], [-0.767, -0.791, 1.526], [0.637, -2.625, 1.273], [1.336, -2.412, -0.077], [2.197, -3.195, -0.428], [0.905, -1.411, -0.810], [1.517, -2.335, 3.290], [0.025, -0.024, 3.318], [-0.675, -2.443, 4.346], [-1.966, -1.299, 3.950], [-1.410, -3.843, 2.509], [-2.696, -2.688, 2.174], [-1.299, -2.362, 0.222], [0.748, -3.680, 1.506], [0.081, 2.010, 1.419], [0.233, 3.453, 1.155], [-1.017, 4.067, 0.552], [-1.317, 3.592, -0.859], [-1.522, 2.146, -0.921], [-0.740, 1.853, 1.994], [0.890, 1.697, 1.948], [1.073, 3.581, 0.472], [0.472, 3.976, 2.084], [-0.877, 5.151, 0.524], [-1.877, 3.869, 1.207], [-0.464, 3.825, -1.496], [-2.179, 4.151, -1.239], [-1.595, 1.835, -1.881], [-2.380, 1.858, -0.468], [3.234, 2.402, -4.179], [3.205, 1.008, -2.933], [2.907, -0.668, -3.674], [4.825, 1.019, -2.010], [1.423, 1.590, -1.641], [4.086, 2.336, -4.866], [3.296, 3.346, -3.626], [2.304, 2.418, -4.759], [3.671, -0.943, -4.411], [1.923, -0.708, -4.149], [2.912, -1.407, -2.866], [5.665, 1.005, -2.716], [4.903, 0.146, -1.356], [4.907, 1.916, -1.389], [-5.264, 0.717, -2.417], [-5.869, -0.661, -2.196], [-6.425, -1.246, -3.486], [-4.989, -1.582, -1.530], [-3.478, -2.047, -1.846], [-3.242, -3.770, -0.951], [-2.215, -0.530, -1.502], [-3.589, -2.202, -3.452], [-2.513, -2.392, -4.411], [-2.096, -1.050, -4.993], [-1.320, -3.166, -3.870], [-6.035, 1.388, -2.808], [-4.439, 0.663, -3.128], [-4.880, 1.124, -1.482], [-6.692, -0.569, -1.486], [-5.661, -1.259, -4.263], [-7.270, -0.636, -3.823], [-6.768, -2.269, -3.321], [-2.986, -2.980, -5.197], [-1.653, -0.431, -4.213], [-2.961, -0.525, -5.409], [-1.360, -1.205, -5.788], [-0.785, -2.579, -3.118], [-0.633, -3.377, -4.694], [-1.633, -4.102, -3.413]],
  "mulliken_spin": [1.01, 0.01, 0.01, -0.01, 0.00, 0.00, 0.00, 0.00, -0.01, -0.01, 0.01, -0.01, 0.00, -0.02, 0.00, 0.00, 0.00, 0.00, 0.00, 0.00, 0.01, 0.00, 0.01, 0.00, 0.00, 0.00, 0.01, 0.00, 0.00, 0.00, 0.00, 0.00, 0.00, 0.00, 0.00, 0.00, 0.00, 0.00, 0.01, 0.00, 0.00, -0.02, 0.00, 0.00, 0.00, 0.00, 0.00, 0.00, 0.00, 0.00, 0.00, 0.00, 0.00, 0.00, 0.00, 0.01, 0.00, 0.01, 0.00, 0.00, 0.00, 0.00, 0.00, 0.00, 0.00, 0.00, 0.00, 0.00, 0.00, 0.00, 0.00, 0.00, 0.00, 0.00, 0.00, 0.00]
}


Record 3
{
  "formula": "C11H20N2S",
  "method": "the ωB97M-V functional and the def2-TZVPD basis",
  "e_homo_ha": -0.2824,
  "total_charge": 0,
  "symbols": ["C", "C", "C", "C", "C", "C", "C", "C", "C", "C", "C", "N", "N", "S", "H", "H", "H", "H", "H", "H", "H", "H", "H", "H", "H", "H", "H", "H", "H", "H", "H", "H", "H", "H"],
  "positions_angstrom": [[0.256, 0.202, 0.438], [-1.130, -0.300, 0.606], [-1.538, -0.949, -0.509], [0.665, -0.399, -0.725], [1.057, 2.384, -2.703], [-0.360, -1.103, -1.421], [-2.824, -1.513, -0.817], [-1.927, -1.210, 2.768], [-1.470, 1.337, 2.475], [4.504, -0.424, 0.059], [-1.995, 0.047, 1.857], [3.087, -0.244, -0.092], [2.108, 1.419, -2.482], [2.321, -0.296, -1.419], [0.889, 0.842, 1.089], [1.406, 3.395, -2.430], [0.353, 2.179, -1.938], [-0.134, -2.248, -1.659], [-0.501, -0.735, -2.467], [-3.766, -0.887, -0.525], [-3.043, -2.360, -0.213], [-2.922, -1.779, -1.827], [-0.885, -1.665, 2.915], [-2.446, -1.965, 2.079], [-2.502, -1.146, 3.625], [-2.237, 1.749, 3.158], [-1.190, 2.224, 1.949], [-0.603, 0.921, 3.097], [4.889, -0.118, 1.032], [5.075, 0.167, -0.680], [4.650, -1.462, 0.072], [-3.065, 0.231, 1.640], [0.560, 2.246, -3.668], [2.715, 1.459, -3.284]],
  "nbo_charge": [-0.18, -0.02, 0.01, -0.22, -0.42, -0.49, -0.64, -0.60, -0.62, -0.43, -0.24, -0.84, -0.91, 1.20, 0.26, 0.18, 0.19, 0.25, 0.26, 0.22, 0.22, 0.22, 0.22, 0.20, 0.21, 0.21, 0.22, 0.20, 0.20, 0.19, 0.19, 0.21, 0.18, 0.35]
}


Record 4
{
  "formula": "C4H13N2O",
  "method": "the ωB97M-V functional and the def2-TZVPD basis",
  "e_homo_ha": -0.5465,
  "total_charge": 1,
  "symbols": ["C", "C", "C", "N", "C", "N", "H", "H", "H", "H", "H", "H", "H", "H", "H", "H", "H", "H", "H", "O"],
  "positions_angstrom": [[-1.239, -1.865, 0.507], [-1.104, -0.939, 1.725], [-0.094, 0.176, 1.496], [-0.502, 1.062, 0.364], [0.280, 1.235, -0.660], [-0.037, 1.918, -1.739], [-2.195, -1.675, 0.050], [-0.384, -1.727, -0.142], [-1.252, -2.929, 0.744], [-2.062, -0.497, 1.967], [-0.767, -1.395, 2.646], [0.062, 0.846, 2.342], [0.876, -0.262, 1.261], [-1.449, 1.416, 0.408], [1.240, 0.733, -0.618], [0.690, 2.106, -2.412], [-0.987, 2.168, -1.971], [2.839, -1.765, -1.012], [2.060, -1.162, -2.163], [2.291, -1.006, -1.239]],
  "nbo_charge": [-0.63, -0.42, -0.21, -0.50, 0.38, -0.73, 0.22, 0.20, 0.24, 0.21, 0.24, 0.22, 0.22, 0.42, 0.26, 0.43, 0.42, 0.50, 0.48, -0.97]
}


One value per record, in order, for energy relative to the best compared isomer or geometry (same formula, charge and spin): 40.8, 54.6, 145.4, 19.7 kcal/mol.